{
  "formula": "C16H24N4O2",
  "method": "ωB97M-V/def2-TZVPD",
  "elements": ["O", "O", "C", "C", "C", "C", "C", "C", "C", "C", "N", "N", "N", "N", "C", "C", "C", "C", "C", "C", "C", "C", "H", "H", "H", "H", "H", "H", "H", "H", "H", "H", "H", "H", "H", "H", "H", "H", "H", "H", "H", "H", "H", "H", "H", "H"],
  "xyz": [[-3.886, -1.974, 1.694], [-1.365, 2.332, 2.060], [-2.992, -1.436, 2.330], [-1.394, 1.135, 1.949], [0.829, -2.208, -1.880], [1.538, -2.257, -0.689], [-0.578, -2.334, -1.886], [0.836, -2.493, 0.502], [-1.277, -2.566, -0.693], [-0.585, -2.678, 0.487], [-1.250, -3.028, 1.648], [-1.185, 0.527, 0.714], [2.490, 2.082, -2.049], [-1.715, -1.960, 2.456], [3.153, 3.369, -1.686], [2.987, 1.473, -3.279], [-3.125, -0.149, 3.119], [-0.847, 1.196, -0.555], [1.026, 2.061, -1.894], [-0.833, -1.015, 3.144], [0.633, 1.485, -0.551], [-1.675, 0.309, 3.178], [1.350, -2.000, -2.811], [2.610, -2.072, -0.712], [-1.169, -2.271, -2.790], [1.395, -2.558, 1.429], [-2.363, -2.752, -0.720], [-1.962, -3.698, 1.445], [-1.237, -0.505, 0.722], [2.637, 3.796, -0.817], [3.109, 4.090, -2.535], [4.222, 3.271, -1.411], [2.585, 0.479, -3.432], [2.657, 2.110, -4.104], [4.096, 1.394, -3.243], [-3.822, 0.587, 2.663], [-3.493, -0.367, 4.147], [-1.178, 0.557, -1.388], [-1.399, 2.166, -0.620], [0.636, 3.099, -2.034], [0.565, 1.453, -2.719], [-0.713, -1.437, 4.147], [0.133, -0.932, 2.634], [1.215, 0.611, -0.290], [0.830, 2.207, 0.249], [-1.489, 0.905, 4.068]],
  "forces_ev_per_angstrom": [[0.5678, 0.1323, 0.2161], [0.0058, 1.5688, 0.0267], [-1.1201, -1.0878, -0.8626], [0.6153, 0.0210, -1.6658], [-1.2082, 0.3594, -0.4763], [-0.7254, 0.0515, 0.5578], [0.6038, -0.1059, 0.4682], [-0.5658, -0.0203, -0.6206], [-0.2030, -0.2824, -1.3312], [2.4272, 0.5955, -0.7231], [0.2852, -0.0319, 2.1887], [-0.9034, -1.3266, 1.3095], [0.8339, -0.0507, 0.6782], [-1.0822, 1.0214, -0.7349], [-0.5447, -0.5468, -0.5882], [0.2910, 0.9798, 0.5547], [-0.1158, -0.2435, 0.6023], [-0.6841, 0.4889, 1.3099], [0.7654, 0.3595, -0.8687], [-0.4229, -0.6141, 0.6720], [-0.2419, 0.7328, -0.2470], [0.7329, -1.1208, -0.3906], [-0.0899, -0.1288, 0.1046], [-0.1887, -0.1885, 0.2251], [0.2761, 0.0207, -0.2001], [-0.2403, -0.1018, 0.0612], [0.5810, 0.3014, 0.1313], [-0.8730, -0.0184, 0.4260], [0.1408, 1.1909, -0.3884], [0.0993, -0.0789, -0.2854], [-0.0766, -0.1328, 0.3712], [-0.5793, -0.3759, -0.2051], [-0.1434, -0.1869, 0.1556], [0.3497, -0.1024, -0.6235], [-0.7154, 0.1657, -0.1298], [0.5261, -0.6794, 0.1288], [0.1112, -0.0259, -0.6593], [0.2181, 0.0830, 0.3124], [0.2179, -0.7912, 0.1037], [-0.0447, -0.5710, 0.1701], [0.5023, 0.3961, 0.6297], [0.5016, 0.4227, 0.0840], [-0.2478, 0.1729, 0.1808], [0.0909, -0.3819, -0.3309], [-0.0204, 0.0198, -0.0851], [0.2937, 0.1106, -0.2521]],
  "lowdin_charge": [0.058, 0.077, -0.443, -0.472, -0.089, -0.086, -0.068, -0.007, -0.041, -0.309, 0.068, 0.090, -0.289, -0.053, -0.091, -0.109, -0.034, -0.173, -0.224, -0.066, -0.187, -0.187, 0.098, 0.109, 0.102, 0.107, 0.130, 0.127, 0.098, 0.077, 0.080, 0.080, 0.061, 0.078, 0.090, 0.148, 0.140, 0.115, 0.137, 0.128, 0.125, 0.124, 0.115, 0.100, 0.117, 0.148],
  "largest_force_ev_per_a": 2.6,
  "homo_lumo_gap_ha": 0.3273,
  "molar_mass_g_mol": 304.4,
  "homo_ev": -8.117
}

=====

{
  "formula": "C18H33ClNO6PPtSi",
  "method": "ωB97M-V/def2-TZVPD",
  "elements": ["Pt", "O", "C", "C", "C", "C", "O", "N", "H", "H", "H", "H", "C", "Si", "C", "C", "C", "C", "H", "H", "H", "H", "H", "H", "H", "H", "H", "C", "C", "C", "C", "O", "P", "O", "O", "O", "C", "C", "C", "C", "H", "H", "H", "H", "H", "H", "H", "H", "H", "H", "H", "H", "H", "H", "H", "H", "H", "H", "Cl", "C", "H", "H"],
  "xyz": [[0.918, 0.057, 0.525], [1.155, 3.234, 1.798], [1.410, 2.316, 2.522], [1.976, 2.444, 3.926], [1.927, 1.043, 4.519], [1.493, 0.152, 3.375], [1.425, -1.051, 3.418], [1.205, 0.948, 2.260], [1.382, 3.174, 4.470], [2.989, 2.834, 3.832], [1.201, 0.949, 5.327], [2.887, 0.690, 4.893], [-1.546, -4.347, 3.317], [-2.515, -3.120, 2.304], [-3.335, -3.968, 0.852], [-3.759, -2.221, 3.362], [-1.347, -1.900, 1.567], [-0.556, -1.110, 1.085], [-2.202, -5.104, 3.751], [-1.016, -3.845, 4.129], [-0.800, -4.855, 2.703], [-4.073, -4.702, 1.185], [-2.586, -4.488, 0.252], [-3.839, -3.244, 0.210], [-4.515, -2.911, 3.744], [-4.269, -1.435, 2.802], [-3.266, -1.757, 4.219], [-1.495, 3.398, -3.272], [-0.450, 3.257, -2.178], [-1.098, 3.264, -0.802], [0.607, 4.347, -2.294], [0.141, 1.938, -2.407], [1.578, 1.489, -1.898], [2.690, 1.931, -2.736], [1.714, 1.741, -0.390], [1.298, -0.141, -1.796], [0.878, -1.052, -2.867], [-0.631, -1.214, -2.768], [1.285, -0.491, -4.222], [1.586, -2.367, -2.592], [-2.001, 4.359, -3.183], [-2.235, 2.600, -3.195], [-1.021, 3.342, -4.253], [-1.652, 4.193, -0.661], [-0.344, 3.191, -0.019], [-1.793, 2.425, -0.710], [0.134, 5.326, -2.222], [1.126, 4.271, -3.250], [1.346, 4.257, -1.497], [-1.125, -0.268, -2.989], [-0.913, -1.522, -1.758], [-0.973, -1.969, -3.476], [0.794, 0.463, -4.409], [0.994, -1.199, -4.997], [2.362, -0.326, -4.265], [1.254, -2.790, -1.642], [2.666, -2.211, -2.552], [1.365, -3.082, -3.384], [3.952, -0.401, -0.087], [2.586, -1.166, 0.641], [2.738, -1.331, 1.698], [2.291, -2.047, 0.083]],
  "forces_ev_per_angstrom": [[-0.2820, 1.9715, -1.6377], [-0.0981, 0.0163, 0.0023], [-0.1638, 0.0368, -0.1311], [-0.0661, -0.0766, 0.0294], [0.0035, 0.1259, -0.0324], [-0.0436, 0.3162, 0.1001], [0.0643, -0.0245, -0.0181], [0.0472, -1.2725, 0.5511], [0.0333, 0.0487, -0.0250], [-0.0022, 0.0214, 0.0091], [-0.0002, -0.0442, -0.0026], [-0.0239, -0.0503, 0.0136], [0.1263, 0.0280, 0.0456], [-0.1080, 0.0326, -0.3283], [-0.0768, -0.0805, 0.1163], [-0.0047, 0.0191, 0.0623], [-0.0813, 0.2109, -0.1071], [1.1116, -0.9266, 0.7267], [-0.0233, 0.0104, -0.0066], [-0.0083, -0.0069, 0.0012], [-0.0143, -0.0045, -0.0083], [0.0015, -0.0010, -0.0246], [-0.0051, 0.0053, -0.0143], [0.0013, 0.0094, 0.0033], [0.0044, -0.0043, -0.0026], [0.0063, -0.0087, -0.0197], [-0.0086, 0.0127, -0.0071], [0.0769, -0.0799, -0.0592], [-0.1113, 0.2487, -0.0029], [0.0827, -0.1413, 0.0131], [0.0928, -0.1509, -0.0483], [-0.0376, -0.0455, 0.1100], [0.1951, 0.4110, 0.0804], [-0.0935, -0.3816, -0.2815], [0.3877, -0.1628, 0.0973], [-0.1660, -0.1335, 0.4775], [-0.3245, -0.2663, -0.2627], [0.0355, 0.1679, 0.1095], [0.1408, 0.1675, 0.1745], [0.1227, 0.1286, 0.1530], [-0.0172, -0.0057, 0.0129], [-0.0109, 0.0119, 0.0031], [-0.0151, 0.0103, -0.0038], [-0.0181, -0.0041, -0.0008], [-0.0056, 0.0293, 0.0039], [-0.0376, 0.0310, -0.0185], [-0.0179, -0.0060, 0.0322], [-0.0044, 0.0314, -0.0018], [-0.0129, 0.0450, 0.0183], [-0.0143, -0.0176, -0.0164], [-0.0087, -0.0599, -0.0229], [0.0002, -0.0093, 0.0021], [-0.0321, -0.0344, -0.0572], [-0.0125, -0.0123, 0.0054], [-0.0017, -0.0354, -0.0353], [-0.0590, -0.0503, -0.0458], [-0.0022, -0.0186, -0.0304], [-0.0282, -0.0138, 0.0135], [0.1725, 0.0045, -0.0048], [-0.5889, 0.1053, 0.2515], [-0.0712, -0.1099, 0.0028], [-0.0050, -0.0177, 0.0359]],
  "lowdin_charge": [1.365, 0.090, -0.465, -0.071, -0.072, -0.498, 0.050, -0.018, 0.126, 0.130, 0.128, 0.126, -0.183, 0.413, -0.192, -0.188, -0.185, -0.270, 0.032, 0.033, 0.032, 0.029, 0.029, 0.030, 0.031, 0.031, 0.031, -0.028, -0.610, -0.024, -0.029, -0.174, 0.260, -0.223, -0.416, -0.304, -0.600, -0.016, -0.026, -0.025, 0.090, 0.086, 0.091, 0.095, 0.051, 0.091, 0.094, 0.093, 0.087, 0.083, 0.069, 0.096, 0.083, 0.097, 0.094, 0.078, 0.092, 0.096, 0.669, -0.618, 0.014, 0.016],
  "largest_force_ev_per_a": 2.6,
  "homo_lumo_gap_ha": 0.2823,
  "molar_mass_g_mol": 649.1,
  "homo_ev": -9.285
}

=====

{
  "formula": "C18H23F4N3O7P2Tb",
  "method": "ωB97M-V/def2-TZVPD",
  "elements": ["Tb", "C", "N", "C", "C", "C", "N", "C", "C", "F", "C", "F", "C", "C", "F", "C", "F", "H", "H", "H", "H", "H", "H", "H", "H", "H", "H", "H", "C", "C", "O", "P", "O", "O", "O", "P", "O", "O", "O", "H", "H", "H", "H", "H", "H", "H", "N", "C", "C", "C", "C", "C", "C", "H", "H", "H", "H", "H"],
  "xyz": [[0.028, 0.296, -0.420], [-2.578, -1.340, 1.065], [-1.490, -0.461, 1.493], [-2.060, 0.693, 2.189], [-0.569, -1.153, 2.405], [0.246, -2.264, 1.725], [0.831, -1.764, 0.492], [2.061, -2.074, 0.124], [2.541, -1.547, -1.119], [1.645, -0.765, -1.857], [3.784, -1.780, -1.651], [4.120, -1.242, -2.845], [4.701, -2.587, -0.997], [4.292, -3.131, 0.212], [5.159, -3.941, 0.866], [3.046, -2.909, 0.753], [2.789, -3.547, 1.934], [-3.135, -1.737, 1.931], [-2.186, -2.170, 0.478], [-3.269, -0.781, 0.430], [-2.743, 1.220, 1.521], [-2.614, 0.377, 3.090], [-1.257, 1.377, 2.477], [-1.124, -1.577, 3.263], [0.143, -0.400, 2.765], [-0.402, -3.124, 1.491], [0.983, -2.592, 2.462], [5.676, -2.771, -1.406], [-2.961, 1.505, -4.565], [-2.952, 1.062, -3.114], [-4.171, 1.367, -2.482], [-1.625, 1.879, -2.139], [-1.532, 3.417, -2.546], [-0.260, 1.281, -2.692], [-1.811, 1.706, -0.686], [-2.592, -0.745, -2.810], [-2.243, -1.233, -4.329], [-3.817, -1.397, -2.297], [-1.319, -0.865, -1.992], [-3.287, 2.544, -4.610], [-3.656, 0.893, -5.138], [-1.966, 1.408, -4.992], [-4.565, 0.522, -2.204], [-0.992, 3.543, -3.327], [-0.512, 0.312, -2.485], [-2.515, -2.144, -4.433], [1.468, 1.586, 0.214], [1.706, 1.868, 1.473], [1.589, 3.210, 1.979], [1.840, 3.524, 3.289], [2.239, 2.550, 4.203], [2.436, 1.252, 3.740], [2.201, 0.908, 2.430], [1.312, 3.976, 1.266], [1.735, 4.554, 3.622], [2.413, 2.805, 5.243], [2.793, 0.498, 4.436], [2.422, -0.095, 2.077]],
  "forces_ev_per_angstrom": [[1.8647, -0.3141, 3.3359], [0.0014, -0.0691, -0.1847], [-0.2653, -0.0877, 0.2965], [-0.0409, 0.2264, 0.0295], [0.4363, -0.2952, -0.1007], [-0.2050, 0.1285, 0.0303], [-0.4647, 0.1979, 0.4058], [0.9331, -0.4137, -0.4850], [-0.1503, 0.0384, 0.0152], [0.6589, -0.6142, 0.1343], [-0.0498, -0.0533, -0.0303], [-0.1790, -0.0446, 0.2574], [-0.2364, 0.0758, 0.1853], [0.2037, 0.0303, -0.4338], [-0.2870, 0.1787, -0.0050], [-0.1609, 0.0507, 0.0933], [-0.0566, 0.1474, -0.2334], [0.1011, 0.0621, -0.0700], [-0.0335, 0.0070, 0.0184], [0.0424, -0.0553, 0.0148], [0.0683, -0.0357, 0.0697], [0.1307, 0.0359, -0.0944], [-0.0634, -0.0203, 0.0463], [0.0612, 0.1343, -0.0885], [-0.1896, -0.1382, 0.0759], [0.0591, 0.0233, 0.1792], [-0.1518, -0.0014, -0.1020], [0.1901, -0.0415, -0.0377], [0.0388, -0.0125, 0.0767], [0.6264, -0.1214, 0.6213], [-0.4495, 0.0316, 0.0313], [-1.1439, 2.2605, -1.0649], [-0.3102, -0.3550, 0.2751], [-0.3884, 0.0025, -0.0084], [-0.4750, 0.1914, 0.0212], [-0.5301, -0.8051, -1.1369], [0.0124, 0.4372, 0.5673], [-0.1585, 0.1901, 0.0590], [-0.1127, -0.1268, -0.6024], [0.0227, 0.0238, 0.0023], [0.0525, -0.0154, 0.0044], [0.0386, -0.0144, -0.1826], [0.0130, 0.0023, 0.0401], [0.2583, 0.1739, -0.2725], [0.3057, -0.7144, -1.8717], [-0.1052, -0.4150, -0.1155], [-0.5917, -0.6541, -0.9662], [0.9284, 0.5825, 0.8321], [-0.1208, -0.2070, -0.1041], [-0.0624, 0.0989, 0.2331], [0.0705, 0.0309, 0.3543], [0.0136, 0.0584, 0.3974], [-0.1037, 0.2511, -0.3621], [-0.0619, 0.0293, -0.0423], [-0.0198, -0.0105, -0.0083], [0.0428, -0.0321, -0.0516], [0.0123, -0.0449, -0.0264], [-0.0193, 0.0119, -0.0218]],
  "lowdin_charge": [1.514, -0.086, -0.360, -0.092, -0.202, -0.212, -0.098, -0.220, -0.114, -0.042, -0.228, 0.073, 0.030, -0.227, 0.064, -0.129, 0.041, 0.097, 0.084, 0.081, 0.076, 0.095, 0.096, 0.127, 0.098, 0.110, 0.109, 0.117, -0.065, -0.580, -0.048, 0.454, -0.067, -0.201, -0.317, 0.390, -0.129, -0.276, -0.400, 0.086, 0.088, 0.084, 0.077, 0.090, -0.038, 0.072, -0.224, -0.527, -0.087, -0.161, -0.174, -0.155, -0.100, 0.083, 0.083, 0.068, 0.088, 0.084],
  "largest_force_ev_per_a": 3.8,
  "homo_lumo_gap_ha": [0.1868, 0.1886],
  "molar_mass_g_mol": 690.3,
  "s_squared": 12.6894,
  "total_charge": -1,
  "multiplicity": 7,
  "homo_ev": [-2.839, -2.885]
}

=====

So what do the calculations give for calculated total energy? Going down the list: -27035.9337; -65914.5782; -89731.9439 eV.